Entry 1:
A structure of composition C51H99Cl22InOP. Source: OMol25; level of theory: ωB97M-V with the def2-TZVPD basis set.

Net charge: -1
Max |F| (Eh/bohr): 0.103

Structure (XYZ):
```
175
Properties=species:S:1:pos:R:3:forces:R:3
C 7.226 2.069 3.223 -0.4 -0.1 -0.1
C 6.725 1.960 1.779 -0.2 0.4 0.6
C 5.442 1.104 1.720 0.2 0.6 -0.6
C 5.343 0.086 0.576 -0.1 -0.6 0.4
C 6.622 -0.678 0.225 0.4 0.7 0.2
C 7.362 -1.333 1.407 -0.3 -0.3 -0.4
C 6.448 -1.998 2.434 0.4 -0.4 0.0
C 5.438 -2.956 1.785 0.0 0.0 0.8
C 5.133 -4.222 2.609 -0.5 0.4 -0.6
C 3.890 -3.959 3.458 0.5 -0.5 0.1
C 3.558 -5.004 4.532 -0.4 0.8 0.3
C 2.056 -5.292 4.461 1.1 -1.0 0.3
C 1.485 -5.997 5.683 -0.6 0.6 0.3
C -0.036 -6.317 5.533 0.6 0.0 -0.1
C -0.561 -6.022 4.126 -1.1 -0.1 0.5
C -1.015 -4.551 4.008 -0.2 -0.5 -0.5
C -0.779 -3.952 2.618 -0.2 0.4 0.6
C -1.960 -3.994 1.670 -0.2 -0.2 -0.4
C -1.578 -3.423 0.304 0.2 0.6 -0.1
C -1.850 -1.912 0.219 -0.7 -1.9 0.6
In -4.012 -1.404 -0.012 -0.1 -0.6 0.6
C -4.723 -0.408 1.855 -0.2 -0.1 -1.1
C -5.358 0.950 1.614 -0.2 0.5 0.5
C -6.182 1.561 2.807 0.5 -0.5 0.1
C -5.743 1.029 4.147 0.2 0.4 0.0
C -4.582 1.571 4.718 -0.2 -0.3 0.4
C -4.095 1.113 5.940 -0.5 -0.2 -0.6
C -4.783 0.093 6.589 -0.1 -0.1 0.2
C -5.947 -0.444 6.044 0.1 0.2 -0.3
C -6.426 0.014 4.818 0.6 0.4 0.1
P -4.283 0.074 -2.077 0.3 0.2 0.8
O -3.479 1.351 -1.938 0.0 0.5 -0.3
H 7.665 1.132 3.561 0.3 0.0 0.0
H 6.364 2.239 3.868 -0.1 0.1 0.1
H 7.892 2.915 3.374 0.3 -0.1 0.0
H 6.497 2.983 1.480 -0.1 0.0 -0.3
H 7.511 1.611 1.116 0.1 -0.1 0.0
H 5.273 0.657 2.695 0.1 -0.3 0.1
H 4.613 1.799 1.586 -0.2 0.0 0.1
H 4.601 -0.655 0.870 -0.2 0.1 0.0
H 4.935 0.561 -0.310 0.2 0.1 -0.2
H 7.306 0.037 -0.237 0.1 -0.1 -0.2
H 6.425 -1.414 -0.550 -0.3 -0.1 0.0
H 7.984 -2.128 0.987 0.1 0.0 0.0
H 8.069 -0.642 1.863 -0.1 0.2 0.2
H 5.968 -1.266 3.077 -0.2 0.1 0.0
H 7.080 -2.593 3.098 0.1 0.0 0.1
H 4.485 -2.435 1.732 -0.1 0.0 -0.6
H 5.768 -3.223 0.784 0.0 0.0 -0.1
H 5.983 -4.544 3.206 0.1 0.0 0.1
H 4.890 -4.998 1.881 0.1 -0.4 0.2
H 3.038 -3.925 2.778 0.0 0.2 -0.1
H 4.008 -2.967 3.895 -0.2 0.1 0.2
H 3.767 -4.591 5.522 0.3 -0.1 0.1
H 4.160 -5.904 4.421 0.0 -0.2 -0.1
H 1.564 -4.341 4.282 -0.3 -0.1 -0.1
H 1.943 -5.961 3.610 -0.2 0.3 -0.3
H 1.589 -5.316 6.531 0.1 0.0 0.1
H 2.059 -6.878 5.962 0.1 -0.2 -0.3
H -0.588 -5.692 6.233 -0.1 0.0 0.1
H -0.241 -7.340 5.843 0.1 -0.2 -0.1
H 0.138 -6.297 3.344 0.0 0.0 0.0
H -1.444 -6.643 3.966 0.0 -0.1 -0.1
H -0.552 -3.957 4.795 0.2 0.1 -0.1
H -2.085 -4.528 4.214 -0.1 0.1 0.1
H -0.544 -2.896 2.760 0.4 0.1 -0.2
H 0.064 -4.455 2.150 0.2 0.1 0.0
H -2.777 -3.386 2.066 -0.1 -0.1 0.2
H -2.341 -5.009 1.541 0.1 0.1 0.3
H -0.498 -3.565 0.171 0.0 -0.3 -0.2
H -2.086 -3.930 -0.511 0.0 -0.2 0.0
H -1.586 -1.489 1.195 0.2 0.3 0.0
H -1.217 -1.403 -0.509 -0.4 -5.3 0.1
H -4.888 -2.970 -0.189 0.0 0.2 -0.2
H -5.466 -1.090 2.267 0.1 -0.2 0.2
H -3.855 -0.355 2.506 0.0 0.0 0.3
H -6.052 0.922 0.773 0.1 0.0 -0.2
H -4.592 1.682 1.359 0.2 0.0 -0.2
H -7.240 1.369 2.653 -0.1 0.0 0.0
H -6.016 2.636 2.820 -0.2 0.2 -0.1
H -4.055 2.355 4.191 0.0 0.1 -0.1
H -3.189 1.541 6.341 0.1 0.0 0.2
H -4.410 -0.296 7.528 0.0 0.0 0.1
H -6.478 -1.231 6.560 0.0 -0.1 0.1
H -7.302 -0.404 4.345 0.0 -0.1 0.2
H -3.863 -0.638 -3.239 -0.5 0.0 -0.2
H -5.659 0.373 -2.309 0.1 -0.2 -0.5
Cl -6.654 5.584 2.259 0.0 0.0 0.0
C -6.568 5.767 0.489 0.1 0.1 -0.1
C -7.811 5.261 -0.197 0.0 0.0 -0.1
Cl -7.963 3.492 -0.083 0.1 0.3 0.1
H -5.683 5.241 0.140 0.0 -0.1 0.0
H -6.444 6.830 0.286 0.0 0.0 0.0
H -7.770 5.510 -1.257 0.1 0.0 0.0
H -8.707 5.706 0.229 0.0 0.0 0.1
Cl 5.105 -0.456 -3.535 0.0 -0.1 0.0
C 4.054 0.872 -4.114 -0.3 0.0 -0.1
C 4.671 2.225 -3.872 -0.1 0.1 0.0
Cl 4.757 2.629 -2.133 0.1 0.1 0.0
H 3.080 0.763 -3.622 0.6 0.0 -0.1
H 3.917 0.725 -5.185 0.1 0.0 0.0
H 4.065 2.999 -4.353 0.2 -0.5 0.4
H 5.682 2.276 -4.272 0.0 0.0 0.1
Cl -0.594 1.592 0.409 0.1 0.2 0.1
C -0.815 0.361 -0.863 0.8 2.1 -0.9
C 0.491 -0.028 -1.505 -0.2 -0.1 0.4
Cl 1.193 1.306 -2.476 -0.3 0.1 0.1
H -1.516 0.757 -1.594 0.0 0.2 0.0
H -1.263 -0.512 -0.391 0.4 4.5 0.1
H 0.331 -0.865 -2.182 0.0 0.0 -0.1
H 1.231 -0.319 -0.763 0.1 0.1 0.0
Cl -1.748 7.104 -1.254 0.0 0.1 0.0
C -2.508 5.580 -1.813 -0.1 -0.1 -0.1
C -1.530 4.442 -1.873 0.0 -0.2 0.1
Cl -0.313 4.673 -3.165 0.0 0.1 0.0
H -2.958 5.771 -2.783 0.1 0.1 0.0
H -3.299 5.343 -1.105 0.1 0.0 0.1
H -2.066 3.519 -2.090 0.0 -0.1 0.0
H -0.999 4.321 -0.932 0.0 0.0 -0.1
Cl 3.365 4.443 -5.921 -0.2 0.4 -0.4
C 4.206 5.804 -5.133 0.0 0.0 0.2
C 4.451 6.947 -6.083 0.0 0.1 0.1
Cl 5.648 6.535 -7.338 0.0 0.0 0.0
H 5.137 5.425 -4.716 0.0 0.0 -0.1
H 3.571 6.135 -4.313 0.0 0.0 0.0
H 4.847 7.798 -5.532 0.0 0.0 0.0
H 3.534 7.251 -6.581 0.0 -0.1 0.0
Cl 0.383 9.887 -5.284 0.1 0.0 0.0
C 0.284 9.501 -3.543 -0.1 -0.1 0.1
C 0.235 10.740 -2.691 -0.1 0.0 0.1
Cl 1.776 11.641 -2.716 0.0 0.0 0.0
H 1.136 8.874 -3.291 0.0 0.0 0.0
H -0.623 8.918 -3.397 0.0 0.0 0.0
H 0.047 10.460 -1.656 0.0 0.0 0.0
H -0.551 11.416 -3.017 0.0 0.0 -0.1
Cl -2.598 -5.379 -2.917 0.0 0.0 0.0
C -2.834 -7.114 -2.610 0.0 -0.1 -0.1
C -3.443 -7.399 -1.260 -0.1 -0.1 0.1
Cl -2.339 -7.035 0.091 0.0 -0.1 -0.2
H -1.870 -7.604 -2.717 0.0 0.0 0.0
H -3.501 -7.483 -3.389 0.0 0.0 0.0
H -3.680 -8.461 -1.194 0.0 0.0 0.0
H -4.356 -6.829 -1.103 0.1 0.1 0.0
Cl 1.515 -6.113 0.579 0.0 0.0 -0.1
C 1.917 -7.838 0.738 0.0 0.0 0.1
C 2.163 -8.487 -0.600 0.1 -0.1 0.0
Cl 0.672 -8.602 -1.577 0.0 0.0 -0.1
H 1.103 -8.324 1.272 0.0 0.0 0.0
H 2.820 -7.904 1.344 0.0 0.0 0.0
H 2.524 -9.504 -0.453 -0.1 0.0 0.0
H 2.896 -7.931 -1.180 -0.2 -0.1 0.1
Cl 0.851 13.546 -7.509 0.0 0.0 0.0
C 0.929 11.859 -8.079 0.1 0.0 0.0
C 0.634 11.742 -9.552 0.1 -0.1 -0.1
Cl -1.069 12.110 -9.932 0.0 0.0 0.0
H 0.234 11.273 -7.486 -0.1 0.1 0.0
H 1.938 11.503 -7.878 0.0 0.0 0.0
H 0.819 10.721 -9.879 0.0 0.0 0.0
H 1.259 12.413 -10.136 0.0 0.1 0.0
Cl 4.356 -6.101 -1.958 0.2 0.1 0.0
C 3.354 -5.554 -3.330 -0.1 0.0 -0.1
C 3.169 -4.057 -3.336 0.0 0.1 0.0
Cl 2.161 -3.496 -1.981 0.0 0.0 0.0
H 2.399 -6.073 -3.273 0.0 0.0 0.1
H 3.864 -5.865 -4.240 0.1 0.0 0.0
H 2.664 -3.760 -4.254 0.0 0.0 0.0
H 4.124 -3.542 -3.281 0.0 0.0 0.0
Cl -8.798 0.638 -0.238 -0.2 -0.3 0.0
C -9.171 -1.039 0.231 0.1 -0.1 -0.1
C -10.082 -1.107 1.430 0.0 -0.1 -0.1
Cl -9.263 -0.523 2.898 -0.3 0.0 0.0
H -8.226 -1.544 0.422 0.0 0.0 0.0
H -9.651 -1.514 -0.624 0.0 0.0 0.0
H -10.373 -2.141 1.606 0.1 0.0 0.0
H -10.983 -0.514 1.289 0.1 0.1 0.0
```
Positions in Å, forces in eV/Å.

Entry 2:
A cluster of 14 separate species, C52H102O25S9 in total. Source: OMol25; level of theory: ωB97M-V with the def2-TZVPD basis set.

Energy relative to the best compared isomer or geometry (same formula, charge and spin) (kcal per mole): 89.2
Max |F| (Eh/bohr): 0.096

Structure (XYZ):
```
188
Properties=species:S:1:pos:R:3:forces:R:3
C -2.244 -15.463 10.354 -0.2 -1.6 0.6
C -1.870 -16.889 10.874 1.3 1.1 1.4
C -2.491 -17.391 12.235 0.2 2.5 -1.0
O -3.050 -18.622 11.897 -0.1 -1.5 0.5
C -2.789 -18.962 10.624 -1.7 -2.7 -2.3
O -3.100 -20.030 10.043 1.3 4.0 2.6
O -2.261 -17.897 9.996 -0.2 -0.9 -1.4
H -1.774 -14.650 10.908 0.0 -0.3 0.3
H -3.327 -15.408 10.465 -0.1 0.5 -0.5
H -1.871 -15.394 9.332 -0.5 0.0 -0.1
H -0.782 -16.927 10.928 0.2 -0.1 0.1
H -3.243 -16.640 12.477 -0.6 -0.4 0.2
H -1.823 -17.387 13.097 0.3 -0.7 -0.3
C -5.506 -19.655 19.625 -0.9 0.8 0.0
C -6.400 -20.511 20.511 1.6 1.8 -1.1
O -5.987 -21.590 20.725 0.7 -3.7 0.7
C -7.569 -20.007 21.197 -1.3 1.1 0.8
H -5.795 -18.605 19.678 0.2 0.1 -0.1
H -5.632 -19.977 18.592 0.2 -0.1 0.0
H -4.477 -19.799 19.956 -0.1 0.0 -0.2
H -7.920 -20.751 21.912 -0.2 0.0 -0.3
H -8.348 -19.654 20.521 -0.1 -0.2 -0.1
H -7.275 -19.121 21.760 0.0 0.2 0.1
C 4.458 -23.029 12.373 -1.0 1.2 0.6
C 3.310 -22.126 11.839 -0.3 0.0 0.5
O 2.771 -21.194 12.429 1.4 -1.3 -0.3
C 2.786 -22.571 10.517 -0.8 1.0 -0.7
H 4.746 -22.584 13.326 0.6 -0.1 -0.2
H 5.237 -23.126 11.617 0.1 0.2 0.3
H 4.112 -24.035 12.609 -0.3 0.0 -0.2
H 2.102 -21.816 10.132 -0.2 0.1 0.2
H 2.174 -23.450 10.717 0.4 -0.4 -0.4
H 3.543 -22.650 9.737 0.1 -0.8 0.3
C -3.380 -25.648 14.525 0.9 0.7 2.3
C -3.991 -26.528 13.553 0.6 -1.5 -0.8
O -3.364 -27.530 13.242 -1.3 0.3 -0.4
C -5.318 -26.067 12.975 0.2 -0.8 -0.1
H -3.942 -25.711 15.457 -0.9 0.8 -0.1
H -3.231 -24.632 14.160 -0.2 0.1 0.3
H -2.467 -26.058 14.958 0.5 0.0 -0.9
H -5.847 -25.413 13.669 0.2 0.2 -0.3
H -5.982 -26.887 12.703 0.2 -0.2 0.1
H -5.049 -25.592 12.032 -0.2 0.5 0.1
C 3.114 -19.445 18.634 -0.2 0.7 0.3
C 2.995 -17.996 18.243 -2.8 0.9 0.6
O 1.928 -17.371 18.325 1.7 -1.2 0.0
C 4.173 -17.332 17.664 0.4 0.9 0.0
H 3.481 -19.899 17.714 0.0 -0.7 0.3
H 2.168 -19.820 19.025 0.0 -0.1 -0.5
H 3.825 -19.554 19.453 0.4 0.0 -0.3
H 4.155 -17.489 16.585 0.4 -0.3 0.0
H 5.102 -17.638 18.146 0.1 -0.1 -0.4
H 4.026 -16.260 17.796 0.1 0.0 0.0
C 1.822 -18.727 2.989 0.0 0.2 -1.7
C 0.306 -18.907 2.942 -0.2 0.0 -0.1
C -0.034 -18.920 1.429 0.1 -0.5 0.2
S 1.214 -20.062 0.609 0.4 3.4 0.9
O 1.767 -19.369 -0.572 -0.6 -1.3 1.8
O 0.709 -21.398 0.529 -0.1 -0.4 -0.2
C 2.328 -19.892 2.107 0.0 0.0 0.1
H 2.294 -18.624 3.966 -0.2 -0.6 0.0
H 2.058 -17.791 2.482 0.0 0.2 -0.1
H -0.189 -18.102 3.486 -0.2 0.2 -0.3
H -0.031 -19.815 3.442 0.2 -0.3 -0.1
H 0.103 -17.893 1.092 0.0 -0.3 -0.6
H -1.014 -19.311 1.155 0.0 0.1 0.1
H 3.337 -19.799 1.703 0.0 -0.2 0.4
H 2.138 -20.741 2.763 0.5 -0.6 -0.7
C 2.165 -6.434 13.698 -0.8 0.8 -0.4
C 3.635 -6.662 14.166 -1.3 -1.5 1.0
C 3.806 -8.195 14.304 -0.4 -0.1 0.3
S 2.193 -8.898 14.895 -0.7 -0.2 -1.9
O 1.986 -8.674 16.327 0.5 -0.5 -1.5
O 1.999 -10.217 14.223 0.4 2.1 1.8
C 1.179 -7.642 13.938 1.9 -0.4 0.1
H 2.095 -6.181 12.641 0.3 -0.3 -0.2
H 1.840 -5.495 14.145 -0.3 -0.2 0.4
H 3.638 -6.221 15.162 0.6 0.0 0.0
H 4.403 -6.221 13.531 -0.2 0.0 0.0
H 4.562 -8.562 14.998 0.0 0.3 0.0
H 3.975 -8.657 13.331 -0.1 -0.1 0.0
H 0.220 -7.536 14.446 0.3 0.5 0.1
H 1.029 -8.091 12.956 -0.2 -0.3 0.3
C -12.577 -17.103 13.727 -0.2 0.5 0.0
C -11.390 -17.376 14.670 -0.2 -0.9 0.1
C -10.557 -18.522 14.061 -0.1 0.6 -0.9
S -10.473 -18.059 12.312 0.9 3.0 -1.4
O -10.514 -19.207 11.452 -0.1 -0.4 0.2
O -9.397 -17.057 12.086 -1.8 -1.6 0.8
C -12.129 -17.157 12.244 0.0 0.1 1.0
H -12.909 -16.105 14.013 -0.2 0.1 -0.4
H -13.460 -17.724 13.871 0.4 -0.4 0.3
H -11.753 -17.606 15.672 0.0 -0.3 0.0
H -10.819 -16.458 14.803 0.3 -0.2 -0.3
H -11.046 -19.489 13.943 -0.3 0.0 0.7
H -9.533 -18.672 14.403 -0.1 0.2 0.1
H -12.869 -17.631 11.599 0.4 -0.6 0.1
H -12.108 -16.129 11.883 1.0 -0.1 -0.2
C -7.169 -22.146 2.739 -0.6 1.2 0.2
C -6.581 -23.279 1.902 -0.2 -1.2 0.5
C -7.570 -24.452 2.076 -0.3 0.0 -0.4
S -8.261 -24.369 3.770 0.5 0.0 -0.2
O -7.535 -25.246 4.683 -0.5 0.5 -0.8
O -9.701 -24.491 3.637 0.7 0.3 0.4
C -7.682 -22.625 4.093 0.1 -2.0 0.4
H -8.004 -21.726 2.178 -0.2 -0.1 -0.1
H -6.517 -21.284 2.880 0.3 -0.2 0.0
H -5.612 -23.674 2.206 0.2 0.5 0.4
H -6.477 -22.987 0.857 -0.2 0.0 0.1
H -7.185 -25.457 1.902 0.3 0.1 0.3
H -8.411 -24.352 1.391 -0.2 0.2 0.2
H -6.885 -22.788 4.818 0.2 0.0 -0.2
H -8.484 -22.170 4.673 -0.1 0.5 -0.7
C -7.379 -12.740 3.658 0.0 -0.7 0.4
C -6.674 -14.081 3.849 0.8 -0.5 0.0
C -7.424 -14.907 4.909 -1.6 1.2 -0.2
S -9.209 -14.602 4.384 -0.4 -1.6 0.3
O -10.114 -14.415 5.530 1.4 0.2 -1.4
O -9.569 -15.648 3.412 0.5 1.4 0.9
C -8.853 -13.037 3.455 -0.7 -0.4 0.6
H -6.916 -12.199 2.833 -0.2 0.1 0.1
H -7.243 -12.204 4.598 -0.1 0.4 -0.1
H -5.636 -13.878 4.114 0.0 -0.2 0.3
H -6.604 -14.581 2.883 -0.3 -0.4 0.1
H -7.421 -14.439 5.893 0.4 0.2 0.0
H -7.276 -15.974 5.075 0.1 0.1 -0.6
H -9.500 -12.264 3.870 -0.1 -0.1 -0.2
H -9.159 -13.325 2.449 0.2 0.3 -0.1
C -0.429 -26.173 5.752 0.9 -1.4 0.2
C 0.123 -27.235 4.770 0.4 0.7 -0.1
C 1.272 -27.964 5.483 -0.5 -0.4 0.7
S 0.766 -28.256 7.247 -1.1 0.6 -4.0
O 1.785 -27.658 8.053 0.1 -0.1 1.2
O 0.387 -29.662 7.297 -0.1 1.3 0.9
C -0.671 -27.014 7.021 -0.4 -0.1 0.7
H -1.355 -25.750 5.363 0.0 0.1 0.3
H 0.332 -25.401 5.868 -0.2 0.1 0.3
H 0.513 -26.734 3.884 0.1 0.0 -0.1
H -0.702 -27.853 4.416 0.2 -0.4 0.3
H 2.170 -27.353 5.573 0.0 0.0 -0.3
H 1.500 -28.960 5.102 0.1 0.2 -0.1
H -0.800 -26.461 7.952 0.2 0.0 0.0
H -1.605 -27.542 6.828 0.2 -0.5 0.3
C -7.928 -10.101 11.411 -0.3 -0.3 0.0
C -9.343 -9.920 10.758 0.6 0.9 -0.9
C -9.247 -8.763 9.642 0.5 0.6 1.3
S -7.549 -7.985 9.816 -0.2 -0.7 0.2
O -7.721 -6.532 9.982 0.6 -1.8 -0.6
O -6.638 -8.599 8.816 -1.3 1.3 1.7
C -7.262 -8.741 11.527 -0.4 0.4 -1.6
H -7.335 -10.828 10.855 0.1 0.3 -0.2
H -8.015 -10.519 12.413 -0.2 -0.1 0.0
H -10.049 -9.643 11.542 0.0 0.3 -0.1
H -9.731 -10.851 10.345 0.3 0.0 -0.1
H -9.842 -7.883 9.886 -0.2 -0.2 0.4
H -9.496 -8.910 8.591 0.5 -0.8 0.1
H -7.835 -8.107 12.204 0.2 0.2 0.0
H -6.195 -8.711 11.747 -0.1 -0.1 -0.1
C 0.715 -6.821 2.609 -0.7 -0.7 0.4
C 1.688 -7.711 1.794 0.3 -0.2 1.0
C 2.445 -8.555 2.920 -1.6 0.6 0.3
S 1.135 -9.004 4.172 -0.1 -0.1 -0.5
O 1.608 -8.659 5.519 -0.6 -0.4 -1.5
O 0.670 -10.367 3.866 0.4 1.7 0.5
C -0.085 -7.725 3.565 0.4 -0.5 0.4
H -0.046 -6.300 2.027 0.4 0.1 -0.4
H 1.248 -6.079 3.204 0.2 0.0 -0.2
H 2.332 -7.072 1.189 0.5 -0.1 0.4
H 1.181 -8.315 1.042 -0.2 -0.3 0.4
H 3.065 -7.892 3.524 0.4 -0.1 -0.3
H 2.902 -9.529 2.745 0.1 0.4 -0.6
H -0.505 -7.219 4.435 0.3 0.0 0.0
H -0.918 -8.214 3.059 0.3 -0.3 -0.1
C 5.810 -14.464 9.008 0.1 0.2 0.7
C 5.924 -15.327 10.268 -1.1 -0.7 -0.3
C 7.135 -14.932 11.033 1.4 0.8 0.6
S 8.324 -14.274 9.817 2.1 0.6 1.1
O 9.550 -15.090 9.807 -1.9 0.5 -0.6
O 8.547 -12.852 10.079 -0.7 -1.0 -0.3
C 7.215 -14.427 8.398 -0.2 -0.1 0.2
H 5.499 -13.467 9.321 0.1 0.2 -0.2
H 5.035 -14.825 8.331 0.2 -0.1 -0.1
H 5.993 -16.365 9.941 0.1 -0.2 0.1
H 5.035 -15.256 10.894 -0.1 0.0 -0.1
H 7.610 -15.678 11.670 0.0 -0.3 -0.5
H 7.035 -14.077 11.701 -0.5 0.2 -0.1
H 7.478 -15.382 7.945 0.0 0.2 -0.4
H 7.328 -13.548 7.763 0.4 -0.3 -0.1
```
Positions in Å, forces in eV/Å.

| no. | E_tot (eV) | frontier orbital gap (eV) |
| --- | --- | --- |
| 1 | -346497.6473 | 6.67 |
| 2 | -204273.5945 | 9.25 |